1.
DFT (the ωB97M-V functional and the def2-TZVPD basis) results for an isolated ion of composition C9H12N and charge +1 at a distorted geometry.

The value obtained for the frontier orbital gap (alpha / beta) is 7.36 / 7.36 eV. Its charge is +1.

Last column: natural (NBO) charge in e.
Element x y z (Å)
C -1.6539 -0.3830 -1.2178  -0.067
C -2.0001 -0.2621 0.0574  0.114
C 0.5406 0.6936 -0.9579  0.225
C -2.6514 -0.2653 1.3704  -0.390
C 0.0931 -0.5414 1.3259  -0.480
C -1.2450 0.1799 1.1870  -0.298
C 0.9456 -0.2088 0.1180  0.406
C 1.4502 1.6598 -1.5633  -0.667
C 2.0995 -1.1148 0.0077  -0.693
N -0.4742 0.2095 -1.5137  -0.242
H -2.1038 -0.7835 -2.0217  0.232
H -3.4281 0.4484 1.5655  0.263
H -2.9573 -1.2123 1.7359  0.248
H 0.8077 -0.1113 2.2323  0.310
H -0.1229 -1.5382 1.5209  0.258
H -1.2709 1.2231 1.2761  0.248
H 1.0527 2.2636 -2.2928  0.260
H 2.2572 1.2458 -1.9538  0.243
H 1.6727 2.3860 -0.8409  0.242
H 2.7114 -0.9363 0.8589  0.277
H 2.7305 -0.8380 -0.6995  0.235
H 1.5464 -2.1145 -0.1947  0.277

=====

2.
DFT (the ωB97M-V functional and the def2-TZVPD basis) results for C9H12N16O3RuSbSe4 as an isolated structure.

The value obtained for the frontier orbital gap (alpha / beta) is 6.77 / 6.06 eV. Its expectation value of S² is 0.757. Its charge is -2. Its multiplicity is 2.

Last column: natural (NBO) charge in e.
Element x y z (Å)
Ru 0.8814 1.3030 0.4912  0.461
N 0.1750 0.4003 2.3438  -0.589
N -1.1335 0.4930 2.9015  -0.483
C -2.2190 0.1179 2.1839  0.640
N -3.3402 0.7745 2.4688  -0.798
N -2.0391 -0.9222 1.3530  -0.457
N -3.0930 -1.3856 0.6713  0.628
O -4.2548 -0.9928 0.8495  -0.490
O -2.8494 -2.2658 -0.1534  -0.482
H 0.5257 -0.5516 2.4441  0.413
H 0.7672 0.9694 2.9580  0.431
H -1.2574 1.3937 3.3972  0.428
H -3.2295 1.7114 2.8697  0.440
H -4.1630 0.4991 1.9599  0.433
N 4.1630 1.1612 -0.6479  -0.595
C 3.8467 0.3084 0.3815  0.454
N 4.7027 -0.5343 0.9468  -0.392
N 3.9908 -1.1306 1.9173  -0.105
N 2.7752 -0.7004 1.9177  -0.180
N 2.6537 0.2388 0.9516  -0.412
C 3.2236 1.7846 -1.4513  0.443
N 3.5225 2.2743 -2.6409  -0.399
N 2.3526 2.7618 -3.1004  -0.114
N 1.4165 2.5949 -2.2361  -0.113
N 1.9408 1.9684 -1.1538  -0.357
H 5.0734 1.0460 -1.0565  0.415
Se -1.9861 3.5769 3.9604  -0.855
Sb -0.6740 4.1593 1.9525  1.055
Se -1.1501 2.4809 0.0735  -0.321
Se 1.6365 3.1835 2.0445  -0.534
Se -0.9172 6.4516 1.2986  -0.747
N -2.5789 -3.6414 -2.8236  -0.825
C -1.2266 -3.6330 -2.9738  0.661
O -0.6117 -4.4934 -3.5773  -0.620
C -0.5765 -2.4677 -2.2902  -0.068
C -0.8904 -1.1639 -2.6384  -0.242
C -0.3938 -0.1266 -1.8716  0.077
N 0.3313 -0.3377 -0.7723  -0.397
C 0.6725 -1.5926 -0.4656  0.068
C 0.2640 -2.6795 -1.2120  -0.215
H -3.0554 -4.4749 -3.1246  0.388
H -2.9801 -3.1152 -2.0573  0.431
H -1.5292 -0.9460 -3.4835  0.225
H -0.5974 0.9098 -2.1127  0.243
H 1.2875 -1.7294 0.4131  0.227
H 0.5438 -3.6777 -0.9059  0.226

=====

3.
DFT (the ωB97M-V functional and the def2-TZVPD basis) results for one molecule with the formula C9H12N2 at a distorted geometry.

The value obtained for the frontier orbital gap is 8.91 eV. Its SMILES is [H]/N=C(/C=C)n1c(C)ccc1C.

Last column: natural (NBO) charge in e.
Element x y z (Å)
H 1.8704 -1.0873 -1.6732  0.349
N 1.6500 -0.0911 -1.5767  -0.636
C 0.7339 0.1880 -0.7758  0.501
C 0.3724 1.9923 -0.9471  -0.238
C 1.5030 2.6558 -1.0607  -0.373
N -0.1985 -0.4580 0.0213  -0.419
C -0.8632 -1.6284 -0.2555  0.133
C -0.9637 -2.2229 -1.6395  -0.660
C -1.5514 -1.9607 0.8860  -0.275
C -1.1199 -1.1326 1.8859  -0.277
C -0.3201 -0.1391 1.3438  0.141
C 0.1428 1.1163 2.0628  -0.628
H -0.5532 2.3049 -1.2686  0.199
H 1.5093 3.7644 -1.4778  0.192
H 2.4716 2.3112 -0.7978  0.207
H 0.0336 -2.6768 -1.8591  0.213
H -1.6939 -3.0202 -1.7649  0.237
H -1.4061 -1.6472 -2.4365  0.230
H -2.2242 -2.7104 1.0616  0.215
H -1.4376 -1.2727 2.9718  0.219
H 1.2470 1.0974 2.0308  0.217
H -0.3306 2.1582 1.6337  0.230
H -0.0561 1.0596 3.0718  0.223

=====

4.
DFT (the ωB97M-V functional and the def2-TZVPD basis) results for one molecule with the formula C9H12N2 at a distorted geometry.

The value obtained for the frontier orbital gap is 8.19 eV. Its SMILES is CC1=N/C=C\N=C(\C)C/C=C\1.

Last column: natural (NBO) charge in e.
Element x y z (Å)
C 2.8366 -0.2144 1.0540  -0.637
C 1.7135 0.1115 0.1138  0.291
N 1.1824 1.2126 0.3150  -0.440
C 0.3612 2.0221 -0.4716  -0.047
C -0.9862 2.1589 -0.4725  -0.132
N -1.7739 1.4067 0.3411  -0.432
C -1.7180 0.1502 0.3322  0.346
C -2.3883 -0.7285 1.2741  -0.670
C -1.1564 -0.5913 -1.0234  -0.525
C 0.1071 -1.3864 -1.0876  -0.096
C 1.3323 -0.9744 -0.7560  -0.290
H 3.7213 -0.0315 0.3044  0.223
H 2.7570 -1.2037 1.3860  0.210
H 2.7332 0.4318 1.9464  0.243
H 0.9933 2.5956 -1.1325  0.203
H -1.2836 3.1166 -0.8702  0.213
H -2.2490 -1.8179 0.9064  0.208
H -3.4756 -0.5563 1.4374  0.244
H -1.8982 -0.6641 2.1915  0.238
H -1.0367 0.0627 -1.8214  0.243
H -1.8712 -1.3319 -1.2879  0.207
H -0.0607 -2.1701 -1.7535  0.198
H 2.1599 -1.5982 -0.9256  0.205

=====

5.
DFT (the ωB97M-V functional and the def2-TZVPD basis) results for one molecule with the formula C9H12N2S2 at a distorted geometry.

The value obtained for the frontier orbital gap is 9.14 eV. Its SMILES is CCSC(=S)NCc1ccncc1.

Last column: natural (NBO) charge in e.
Element x y z (Å)
C -2.3529 3.1225 -3.3286  -0.618
C -2.0682 2.6034 -1.9131  -0.535
S -0.4314 1.8961 -1.8731  0.251
C -0.2876 1.3813 -0.1540  -0.047
S -1.4859 1.3817 0.9999  -0.184
N 0.9009 0.7682 0.0150  -0.591
C 1.3591 0.0835 1.2355  -0.255
C 1.3115 -1.4237 1.2474  0.006
C 2.4228 -2.1870 1.6390  -0.262
C 2.3123 -3.5525 1.5779  0.029
N 1.1991 -4.2533 1.2350  -0.405
C 0.1615 -3.5003 0.8099  0.041
C 0.1951 -2.1129 0.8076  -0.259
H -3.3856 3.4191 -3.4609  0.226
H -1.6498 3.9204 -3.5422  0.213
H -2.1912 2.3425 -4.0985  0.210
H -2.0596 3.4712 -1.1946  0.234
H -2.7793 1.8313 -1.6016  0.237
H 1.5402 0.9814 -0.7493  0.399
H 0.7497 0.4796 2.0561  0.256
H 2.4096 0.4522 1.4293  0.211
H 3.3301 -1.6943 1.9716  0.219
H 3.1479 -4.1860 1.8024  0.194
H -0.7246 -4.0014 0.5202  0.195
H -0.7315 -1.5509 0.5584  0.235

=====

6.
DFT (the ωB97M-V functional and the def2-TZVPD basis) results for an isolated ion of composition C9H12N3 and charge +1 at a distorted geometry.

The value obtained for the frontier orbital gap is 10.20 eV. Its charge is +1. Its SMILES is C[N@H+]1[C@@H]2NCc3ccccc3N21.

Last column: natural (NBO) charge in e.
Element x y z (Å)
C 2.7805 1.3299 -0.5860  -0.422
N 1.7277 0.3455 -0.2317  -0.295
C 1.4717 -0.2351 1.2064  0.320
N 1.0943 -1.5428 1.1353  -0.616
C -0.1311 -1.9999 0.4414  -0.245
C -1.0302 -0.8248 0.0857  -0.081
C -2.2319 -0.9928 -0.4810  -0.202
C -3.0275 0.1035 -0.7866  -0.149
C -2.6308 1.4096 -0.4243  -0.202
C -1.4101 1.6202 0.0804  -0.203
C -0.5656 0.4806 0.2668  0.120
N 0.7301 0.8081 0.6998  -0.253
H 2.5436 1.8870 -1.4521  0.235
H 2.9309 1.9836 0.3460  0.249
H 3.7203 0.7772 -0.8647  0.236
H 1.2514 -0.3264 -0.9203  0.431
H 2.2211 -0.0275 1.9811  0.241
H 1.7101 -2.2535 1.4751  0.424
H -0.7376 -2.7701 1.0773  0.247
H 0.2522 -2.4771 -0.3901  0.206
H -2.1682 -2.0205 -0.9007  0.231
H -3.9806 -0.0313 -1.3226  0.238
H -3.3519 2.1331 -0.8242  0.244
H -1.1683 2.6237 0.3889  0.246

=====

7.
DFT (the ωB97M-V functional and the def2-TZVPD basis) results for an isolated ion of composition C9H12N3O2 and charge +1 at a distorted geometry.

The value obtained for the frontier orbital gap (alpha / beta) is 7.50 / 7.50 eV. Its charge is +1. Its SMILES is C#C/C=[N+](C)/C(=C(/CC)N=C)[N+](=O)[O-].

Last column: natural (NBO) charge in e.
Element x y z (Å)
C -4.1147 -0.8685 -1.7003  -0.023
C -2.9571 -0.9639 -1.2390  -0.083
C -1.6348 -0.8665 -0.7469  0.129
N -1.3178 -0.3936 0.4787  -0.246
C -2.1971 0.2205 1.4093  -0.469
C 0.0259 -0.3129 0.7815  0.084
C 1.0141 -0.1123 -0.1643  0.291
C 2.5236 0.1600 0.2304  -0.418
C 2.7417 1.7346 0.4507  -0.608
N 0.6279 0.0842 -1.3708  -0.413
C 0.9429 -0.0981 -2.5605  0.056
N 0.4107 -0.7788 2.0366  0.513
O -0.2880 -1.5964 2.5468  -0.365
O 1.3027 -0.2258 2.6060  -0.358
H -4.9747 -0.6421 -2.2717  0.266
H -0.8229 -1.2441 -1.4915  0.280
H -1.6716 1.1358 1.8095  0.258
H -3.2896 0.2669 0.9583  0.266
H -2.3792 -0.4256 2.3273  0.277
H 2.7296 -0.4144 1.1641  0.265
H 3.1044 -0.1602 -0.5846  0.213
H 3.7900 1.8697 0.8262  0.244
H 2.0465 1.9438 1.3383  0.230
H 2.5290 2.2864 -0.5113  0.221
H 0.3418 0.3537 -3.4130  0.204
H 1.5166 -0.9523 -2.9100  0.185

=====

8.
DFT (the ωB97M-V functional and the def2-TZVPD basis) results for C9H12N3P as an isolated structure at a distorted geometry.

The value obtained for the frontier orbital gap (alpha / beta) is 7.85 / 7.85 eV.

Last column: natural (NBO) charge in e.
Element x y z (Å)
C -0.6781 0.7247 -0.8956  -0.375
C 0.6547 0.0874 0.4531  0.118
C -1.2433 1.5582 -0.0070  0.106
C 1.8662 -0.1607 2.8924  0.014
C 0.7811 0.6774 2.8009  -0.065
C 1.7319 -0.7736 0.6920  0.200
C -2.4199 2.4411 -0.5152  -0.616
C 2.3243 -1.6758 -0.3392  -0.643
C -1.0590 -1.7102 -2.1559  -0.949
N -0.7763 1.6232 1.3210  -0.338
N 2.3095 -0.8029 1.9067  -0.451
N 0.1572 0.7424 1.5342  -0.102
P -0.5666 0.0481 -2.5070  0.607
H 2.4750 -0.2390 3.7979  0.203
H 0.4356 1.4029 3.6780  0.249
H -2.9276 1.9263 -1.2808  0.217
H -3.0835 2.6578 0.2332  0.224
H -1.9763 3.3641 -0.8421  0.223
H 2.0740 -2.6978 -0.0991  0.234
H 3.4856 -1.5932 -0.2363  0.244
H 1.8582 -1.3480 -1.2575  0.219
H -1.3413 -2.3778 -3.0206  0.243
H -1.8786 -1.7886 -1.4000  0.233
H -0.1973 -2.3753 -1.8108  0.227
H -2.0058 0.2893 -2.9423  -0.023

=====

The records above give, respectively, energy above the lowest of the compared OMol25 structures with the same formula, charge and spin values of 469.0, 23.0, 450.0, 432.0, 0.0, 295.0, 702.8, 0.0 kJ/mol.